Entry i
The following is a quantum chemistry calculation of the ion C2H6NO3P2 with charge +1, from OMol25.

Summary:
total charge	+1
LUMO level	-6.32	eV

The geometry in XYZ format:
```
14
C2H6NO3P2 the ωB97M-V functional and the def2-TZVPD basis
C -0.2555 0.1082 0.3758
C -1.6501 -0.4492 0.6008
N 0.3414 -0.3659 -0.7891
O -0.6347 -2.6039 -0.4710
O -3.3704 1.5655 0.3118
O -0.3696 1.5762 0.2471
P -1.9261 -2.2081 0.2849
P -2.4533 0.9727 -0.6221
H 0.4539 -0.2179 1.1495
H -2.2459 -0.0959 1.4601
H 1.3162 -0.2036 -0.7144
H 0.1633 -2.1157 -0.7261
H -0.2004 0.0599 -1.5234
H 0.5894 1.8965 0.3555
```

These are the Löwdin partial charges, in e, on atoms 1 to 6:
1 C -0.57
2 C -0.54
3 N 0.05
4 O -0.30
5 O -0.37
6 O -0.14


Entry ii
The following is a quantum chemistry calculation of a cluster of 2 separate species, C2H6NO3P2 in total, from OMol25.

Summary:
total charge	+1
LUMO level	-5.91	eV

The geometry in XYZ format:
```
14
C2H6NO3P2 the ωB97M-V functional and the def2-TZVPD basis
C -0.0963 -1.2892 -0.8706
C 1.1888 -0.7935 -1.0153
N -0.2804 1.5592 1.7296
O 2.1005 1.9575 1.0916
O 1.8169 1.8821 -1.7377
O -1.1202 -0.4259 -1.2973
P 2.6151 1.1505 0.0692
P 0.9103 0.7554 -2.2989
H -0.4252 -2.0894 -0.3474
H 2.0463 -1.4686 -0.9553
H -1.0686 0.9316 1.6487
H -0.1661 1.7525 2.7106
H -0.4810 2.5032 1.3792
H -1.8754 -1.0327 -1.3205
```

These are the Löwdin partial charges, in e, on atoms 1 to 6:
1 C -0.18
2 C -0.32
3 N 0.00
4 O -0.38
5 O -0.62
6 O -0.08


The relative energies come out as entry i 0.000; entry ii 0.551, with values in eV.


Entry i
The following is a quantum chemistry calculation of a structure of composition C31H37N4O4PSTi, from OMol25.

Summary:
2S+1	3
LUMO level (spin up / spin down)	0.53 / 0.51	eV
⟨S²⟩	2.004

The geometry in XYZ format:
```
79
C31H37N4O4PSTi the ωB97M-V functional and the def2-TZVPD basis
Ti 1.1084 -1.2175 0.0981
N 1.4659 2.0121 0.2948
C 0.6632 3.1287 0.5655
C 1.2167 4.3384 0.9789
C 0.3984 5.4200 1.2650
C -0.9788 5.3195 1.1283
C -1.5351 4.1109 0.7346
C -0.7348 3.0052 0.4730
P -1.3929 1.3283 0.1190
C -1.9410 0.8021 1.7911
C -2.5716 -0.4420 1.8967
C -3.0061 -0.9102 3.1266
C -2.7850 -0.1608 4.2765
C -2.1299 1.0575 4.1864
C -1.7165 1.5422 2.9494
C -2.9778 1.7630 -0.7031
C -4.2316 1.7118 -0.1024
C -5.3725 2.0456 -0.8234
C -5.2744 2.4391 -2.1490
C -4.0264 2.4950 -2.7581
C -2.8922 2.1502 -2.0414
H 2.4634 2.1480 0.3673
H 1.2456 1.5406 -0.5708
H 2.2941 4.4292 1.0577
H 0.8461 6.3543 1.5796
H -1.6134 6.1717 1.3332
H -2.6113 4.0155 0.6446
H -2.6957 -1.0488 1.0088
H -3.5025 -1.8705 3.1898
H -3.1150 -0.5300 5.2393
H -1.9477 1.6415 5.0799
H -1.2216 2.5036 2.8890
H -4.3226 1.4146 0.9345
H -6.3410 2.0008 -0.3414
H -6.1641 2.6998 -2.7074
H -3.9396 2.8034 -3.7922
H -1.9193 2.1928 -2.5222
N 1.1546 -0.7075 2.3995
C 0.7040 -1.7487 3.3529
C 0.8810 -3.1369 2.7493
C 2.3307 -3.4354 2.3379
C 2.4246 -4.1748 1.0077
N 1.7880 -3.4079 -0.0844
H 2.1209 -0.4516 2.5730
H 0.6112 0.1398 2.5280
H -0.3520 -1.5752 3.5593
H 1.2402 -1.6726 4.3030
H 0.2207 -3.2018 1.8790
H 0.5303 -3.8850 3.4637
H 2.8311 -4.0227 3.1119
H 2.9031 -2.5101 2.2293
H 1.9573 -5.1585 1.1013
H 3.4752 -4.3417 0.7697
H 0.9298 -3.8632 -0.4087
H 2.4166 -3.3757 -0.8791
O 1.1926 -0.9960 -4.0609
C 1.8518 -0.9126 -2.9208
O 1.2089 -0.9830 -1.8685
C 3.3036 -0.7329 -2.9839
C 3.9008 -0.7536 -4.2573
C 5.2538 -0.5876 -4.4129
C 6.0312 -0.3885 -3.2666
C 5.4630 -0.3606 -2.0174
C 4.0733 -0.5354 -1.8064
S 3.5392 -0.4248 -0.1477
H 3.2643 -0.9092 -5.1166
H 5.7085 -0.6096 -5.3935
H 7.1023 -0.2537 -3.3623
H 6.0778 -0.2029 -1.1406
N -1.4707 -1.0891 -2.9342
C -2.0807 -2.2430 -2.2345
C -1.1701 -2.7914 -1.1310
O -0.8098 -3.9659 -1.2004
O -0.8755 -1.9645 -0.1877
H -2.1854 -0.6482 -3.5041
H 0.2270 -1.1258 -3.8103
H -1.2159 -0.4048 -2.2233
H -2.2724 -3.0377 -2.9496
H -3.0264 -1.9550 -1.7592
```

These are the Löwdin partial charges, in e, on atoms 1 to 6:
1 Ti 0.65
2 N 0.05
3 C -0.33
4 C -0.04
5 C -0.09
6 C -0.09


Entry ii
The following is a quantum chemistry calculation of a structure of composition C31H37N4O4PSTi, from OMol25.

Summary:
2S+1	3
LUMO level (spin up / spin down)	0.36 / 0.35	eV
⟨S²⟩	2.004

The geometry in XYZ format:
```
79
C31H37N4O4PSTi the ωB97M-V functional and the def2-TZVPD basis
Ti -0.1496 0.6221 -0.2020
N -0.2791 -2.4772 1.8796
C 1.0480 -2.7884 2.1640
C 1.3195 -3.5934 3.2799
C 2.6145 -3.9182 3.6253
C 3.6751 -3.4542 2.8625
C 3.4156 -2.6535 1.7634
C 2.1161 -2.2852 1.3994
P 1.7867 -1.2584 -0.0917
C 3.4174 -0.4517 -0.3440
C 4.1161 -0.5055 -1.5430
C 5.2850 0.2319 -1.7121
C 5.7697 1.0278 -0.6886
C 5.0822 1.0849 0.5172
C 3.9154 0.3548 0.6845
C 1.7262 -2.5495 -1.3961
C 1.4779 -2.1643 -2.7161
C 1.4101 -3.1158 -3.7224
C 1.5617 -4.4638 -3.4254
C 1.7897 -4.8563 -2.1143
C 1.8775 -3.9049 -1.1052
H -0.9562 -3.1126 2.2740
H -0.5162 -2.2091 0.9318
H 0.4890 -3.9648 3.8700
H 2.7964 -4.5444 4.4901
H 4.6933 -3.7184 3.1152
H 4.2459 -2.3093 1.1631
H 3.7549 -1.1211 -2.3553
H 5.8141 0.1794 -2.6551
H 6.6779 1.6006 -0.8252
H 5.4553 1.6975 1.3287
H 3.3910 0.3971 1.6326
H 1.2952 -1.1286 -2.9629
H 1.2203 -2.7926 -4.7387
H 1.4981 -5.2063 -4.2113
H 1.9060 -5.9055 -1.8717
H 2.0683 -4.2298 -0.0898
N -0.5659 0.6522 2.0931
C -0.1029 1.6802 3.0592
C 1.0719 2.4698 2.4954
C 0.6073 3.4899 1.4450
C 1.4496 3.5293 0.1819
N 1.4942 2.1952 -0.4757
H -1.5771 0.5687 2.1309
H -0.2213 -0.2645 2.3648
H 0.1586 1.2118 4.0092
H -0.9308 2.3622 3.2537
H 1.7679 1.7513 2.0516
H 1.6099 2.9638 3.3069
H 0.5746 4.4893 1.8862
H -0.4129 3.2570 1.1302
H 2.4659 3.8724 0.3931
H 1.0026 4.2347 -0.5189
H 2.4035 1.7737 -0.3244
H 1.4176 2.3320 -1.4819
O 0.1665 0.6079 -4.3942
C -0.1120 1.0545 -3.2836
O -0.1511 0.3249 -2.2200
C -0.3828 2.5456 -3.1280
C 0.2002 3.3661 -4.0986
C 0.0439 4.7404 -4.0855
C -0.7435 5.3167 -3.0922
C -1.3422 4.5198 -2.1326
C -1.1730 3.1231 -2.1079
S -2.0026 2.2363 -0.8199
H 0.7767 2.8784 -4.8727
H 0.5166 5.3538 -4.8424
H -0.8936 6.3901 -3.0672
H -1.9631 4.9641 -1.3645
N -3.7875 -1.4974 -3.1132
C -3.6669 -0.9812 -1.7515
C -2.3197 -1.3559 -1.1863
O -1.6316 -2.2296 -1.8736
O -1.8943 -0.8834 -0.1419
H -4.7270 -1.7974 -3.3295
H -2.1680 -2.4187 -2.6800
H -3.5140 -0.7970 -3.7917
H -4.4218 -1.4202 -1.0991
H -3.7361 0.1051 -1.6610
```

These are the Löwdin partial charges, in e, on atoms 1 to 6:
1 Ti 0.53
2 N 0.10
3 C -0.33
4 C -0.04
5 C -0.09
6 C -0.09


The relative energies come out as entry i 0.000; entry ii 0.104, with values in eV.


Entry i
The following is a quantum chemistry calculation of the molecule C7H14N2O3S, from OMol25.

Summary:
LUMO level	0.58	eV
SMILES	CSCC[C@H](N)C(=O)NCC(=O)O

The geometry in XYZ format:
```
27
C7H14N2O3S the ωB97M-V functional and the def2-TZVPD basis
C -3.5674 -1.9145 2.1034
S -2.9557 -1.5399 0.4616
C -1.2765 -2.1928 0.8740
C -0.3252 -1.7249 -0.2531
C 0.0586 -0.2854 -0.3349
N -1.0839 0.5975 -0.7976
C 1.1651 -0.1183 -1.3350
O 1.5261 -0.9533 -2.1849
N 1.7647 1.0915 -1.4706
C 1.3270 2.2351 -0.6973
C 2.2035 2.3909 0.5291
O 2.1502 3.2980 1.3765
O 3.1764 1.3854 0.7280
H -4.7106 -2.0530 2.0244
H -3.2572 -2.9253 2.5417
H -3.4080 -1.0944 2.8750
H -1.3390 -3.3138 1.0882
H -1.0264 -1.8568 1.8596
H 0.5054 -2.4278 -0.3076
H -0.9312 -2.0056 -1.1616
H 0.4755 0.0919 0.6100
H -1.6186 -0.0340 -1.4376
H -1.6167 0.7563 0.0004
H 2.1363 1.3244 -2.3771
H 1.6938 3.0163 -1.3161
H 0.2410 2.2826 -0.5527
H 3.0491 0.8720 -0.0284
```

These are the Löwdin partial charges, in e, on atoms 1 to 6:
1 C -0.48
2 S 0.81
3 C -0.46
4 C -0.24
5 C -0.30
6 N 0.05


Entry ii
The following is a quantum chemistry calculation of a structure of composition C7H14N2O3S, from OMol25.

Summary:
LUMO level	0.26	eV

The geometry in XYZ format:
```
27
C7H14N2O3S the ωB97M-V functional and the def2-TZVPD basis
C 2.4011 -2.2037 0.4065
C 1.7986 -0.7546 -0.0601
C 0.0806 0.8608 -0.4142
C 0.9205 2.0682 0.1419
C -1.3717 0.9077 -0.2302
C -2.0055 -0.4312 -0.9481
C -3.5081 -0.8761 1.3462
H 4.1829 -2.6447 -0.6736
H 4.3598 -1.0812 0.4035
H 2.0775 -2.5404 1.3591
H 2.0500 -2.9039 -0.4578
H 0.2621 -0.7535 1.4389
H 0.6369 0.8911 -1.3982
H -2.0402 1.9410 -0.0867
H -1.4648 0.6878 0.9329
H -1.3602 -1.3020 -0.7668
H -1.9673 -0.3070 -1.9630
H -4.5779 -0.4116 1.7454
H -2.5959 -0.0892 1.9625
H -3.2289 -1.9692 1.4424
H 2.3803 1.5262 -0.8979
N 3.8545 -2.1630 0.3357
N 0.5633 -0.3750 0.4162
O 2.4532 -0.0836 -0.8509
O 0.3271 2.7857 0.9533
O 2.2162 2.3538 -0.2259
S -3.7190 -0.6970 -0.5480
```

These are the Löwdin partial charges, in e, on atoms 1 to 6:
1 C -0.22
2 C -0.43
3 C -0.24
4 C -0.44
5 C -0.20
6 C -0.53


The relative energies come out as entry i 0.000; entry ii 4.013, with values in eV.


Entry i
The following is a quantum chemistry calculation of a cluster of 2 separate species, ClH6NSi2 in total, from OMol25.

Summary:
LUMO level (spin up / spin down)	-4.12 / -4.14	eV

The geometry in XYZ format:
```
10
ClH6NSi2 the ωB97M-V functional and the def2-TZVPD basis
N -0.1208 -0.0253 0.1694
Si 0.0060 1.6770 -0.0576
Si 0.4301 -1.5884 -0.0647
Cl -2.8578 -0.2751 0.1165
H -0.2301 2.1484 -1.5589
H 1.3570 2.0311 0.7009
H -1.0453 2.2093 0.5671
H 0.7234 -2.0654 -1.4020
H 1.8257 -1.6264 0.6379
H -0.0882 -2.4852 0.8915
```

These are the Löwdin partial charges, in e, on atoms 1 to 6:
1 N -0.37
2 Si 0.44
3 Si 0.42
4 Cl -0.06
5 H -0.05
6 H -0.02


Entry ii
The following is a quantum chemistry calculation of the molecule ClH6NSi2, from OMol25.

Summary:
LUMO level	0.68	eV
SMILES	[SiH3]N[SiH2]Cl

The geometry in XYZ format:
```
10
ClH6NSi2 the ωB97M-V functional and the def2-TZVPD basis
Si 0.9178 0.7122 0.3321
N -0.3061 0.1089 -0.7833
Si -2.1381 -0.7690 -0.4450
Cl -3.4733 0.5813 0.3717
H 0.9353 -0.0983 1.6214
H 1.2362 2.2530 0.4882
H 2.0594 0.3083 -0.4343
H 0.1096 0.3249 -1.7057
H -2.7967 -1.0446 -1.8871
H -1.4705 -1.8946 0.3226
```

These are the Löwdin partial charges, in e, on atoms 1 to 6:
1 Si 0.42
2 N -0.42
3 Si 0.23
4 Cl 0.18
5 H -0.08
6 H -0.08


The relative energies come out as entry i 4.843; entry ii 0.000, with values in eV.